(1)
Here is 4 unconnected molecules or ions with the total composition H8O4 from the OMol25 dataset. Energies are from the ωB97M-V functional and the def2-TZVPD basis.

Structure (XYZ):
```
12
Properties=species:S:1:pos:R:3:forces:R:3:lowdin_charge:R:1
O -0.05014 1.75586 -0.87855 -0.1649 0.9534 -0.4346 -0.09
O -0.63190 -2.42873 1.82952 0.1460 -0.0440 -0.1648 -0.04
O 1.69079 0.15101 -1.71651 0.7885 -0.7062 -0.3080 -0.05
O -1.24997 0.56304 0.93097 -0.4291 -0.6908 0.7928 -0.06
H -1.60049 1.05639 0.18082 0.1075 0.0717 0.0113 0.04
H -0.82407 -0.20279 0.52960 -0.4668 0.1233 0.0752 0.01
H 0.17144 0.85880 -0.60435 0.4296 0.5658 -0.3902 0.00
H 1.64568 0.23187 -2.67589 -0.1472 0.0506 0.1039 0.06
H -0.25602 -1.75619 1.25039 0.0265 -0.2352 0.2740 0.00
H 0.28351 2.30891 -0.16314 -0.1458 -0.0752 -0.0319 0.06
H -0.09212 -3.20973 1.66319 -0.0582 0.0261 0.0342 0.04
H 2.60180 0.38332 -1.50416 -0.0862 -0.0395 0.0381 0.05
```
Forces are in eV/Å.

total energy	-305.71649	hartree
ΔE to the lowest compared entry with this formula, charge and spin	164.7	kJ/mol
LUMO level	0.394	eV
SMILES	O.O.O.O



(2)
Here is a molecular structure, C5H8O3S2 from the OMol25 dataset. Energies are from the ωB97M-V functional and the def2-TZVPD basis.

Structure (XYZ):
```
18
Properties=species:S:1:pos:R:3:forces:R:3:lowdin_charge:R:1
S -1.78231 -1.14630 0.65845 4.0397 0.6240 2.2087 1.01
S 0.40308 0.86190 0.58148 0.3110 0.4079 0.2478 0.95
O -1.40774 0.45513 -1.36908 -0.6228 -2.1314 -0.0311 -0.06
O -2.35358 -1.70704 -0.54568 -1.2682 -2.0274 -2.5682 -0.54
O 0.63821 -3.02123 0.15357 0.3893 -0.0692 1.1346 0.04
C 0.56417 -1.72351 0.45748 -3.3196 -1.0342 -0.6076 -0.28
C 1.31117 -0.66864 0.34468 -1.1260 1.4690 -0.0364 -0.59
C -1.33267 0.51102 -0.03466 1.3307 1.2903 2.6806 -1.03
C -2.16628 1.54528 0.72979 -2.5243 2.5875 -0.2707 -0.18
C 2.77501 -0.50086 0.00590 -2.2823 -2.7172 -0.6884 -0.07
H 0.71520 -3.22653 -0.77601 -0.0335 0.2915 -0.5999 0.12
H 3.18077 -0.28851 0.95022 1.4228 1.2089 0.7167 0.07
H -2.05679 2.61448 0.34223 0.7930 -1.2931 0.4671 0.10
H 2.73685 0.16766 -0.84657 1.0673 0.3227 0.2531 0.08
H 3.07650 -1.54540 -0.23734 0.3757 0.8735 -0.2467 0.10
H -1.58834 -0.58042 -1.40732 -0.3333 1.5996 -1.2870 0.09
H -3.29244 1.51588 0.49692 1.4438 -0.9075 0.2668 0.10
H -2.09199 1.59790 1.86640 0.3367 -0.4950 -1.6394 0.09
```
Forces are in eV/Å.

total energy	-1217.26452	hartree
ΔE to the lowest compared entry with this formula, charge and spin	175.3	kJ/mol
LUMO level (alpha / beta)	-0.160 / -0.161	eV



(3)
Here is 9 unconnected molecules or ions with the total composition C19H32BCl16O4P from the OMol25 dataset. Energies are from the ωB97M-V functional and the def2-TZVPD basis.

Structure (XYZ):
```
73
Properties=species:S:1:pos:R:3:forces:R:3:lowdin_charge:R:1
Cl -4.24419 -1.94707 2.94573 -0.0712 0.0461 -0.0405 0.56
Cl -2.21478 4.08650 0.83249 0.0043 0.0478 -0.0191 0.49
Cl -8.87857 4.41832 -3.25389 0.0320 -0.0132 -0.0331 0.51
Cl -7.75929 4.92435 -0.59745 -0.0192 0.1027 0.0532 0.52
Cl -6.52700 -0.05028 -0.60558 -0.2641 0.1590 -0.4742 0.57
Cl 7.53931 3.24827 -0.75705 0.0132 0.0046 -0.0330 0.54
Cl 6.95949 6.09668 -0.27621 0.2833 0.1472 -0.4722 0.57
Cl -5.03849 2.46798 -0.60940 -0.0290 0.0168 -0.0588 0.51
Cl -6.00649 0.39154 3.16108 -0.1613 -0.1397 -0.0369 0.49
Cl -3.31721 2.26387 2.84141 0.0780 0.1773 0.0452 0.52
Cl 4.15616 3.76972 1.14520 -0.0500 0.1442 -0.1879 0.53
Cl 2.85751 -5.27410 -5.66336 -0.0018 -0.0220 0.0198 0.50
Cl 4.60645 -3.26594 -4.44919 0.0905 0.0655 -0.0166 0.53
Cl -3.41623 -5.35427 -2.27707 0.0031 -0.0153 -0.0190 0.52
Cl -4.78509 -2.76740 -2.06429 -0.0216 0.0325 -0.0564 0.50
Cl 5.37603 4.42124 3.72579 0.0242 -0.0066 -0.0110 0.52
P -0.90322 -2.33673 1.74651 -0.3060 -0.8062 1.6177 0.96
O 5.44710 -1.27964 0.98271 0.2790 -0.4380 -0.1613 0.09
O 5.77312 -2.36295 -1.09888 0.0422 0.4456 0.0563 0.19
O 1.46098 -4.09870 2.69005 0.3229 0.0021 -1.3253 0.07
O 2.48712 -2.53119 -1.89650 0.1380 0.7636 0.1801 0.09
C -4.48082 -4.19066 -3.07129 -0.0228 -0.0341 -0.0497 -1.01
C -6.54090 1.65885 -1.07071 0.0036 0.0664 -0.0024 -0.99
C 3.20388 -3.41104 1.25271 -0.6889 0.2510 -0.4911 0.07
C -1.32542 -0.54690 1.50024 0.3781 -0.1680 -1.6148 -0.44
C 1.09088 -1.91886 -0.09716 1.1310 -0.3401 0.2754 0.01
C -5.66497 -1.11350 2.29353 -0.0144 -0.0649 -0.0179 -1.03
C 0.76715 -2.62130 0.99109 -0.8992 0.7442 -0.6385 -0.28
C 3.51434 -2.65939 0.19574 0.3396 0.3056 0.1459 0.00
C 5.54738 4.49225 1.96400 -0.1037 -0.0624 0.3364 -1.08
C 3.33936 -4.46456 -4.16540 -0.1237 -0.0434 0.1037 -1.03
C -3.12501 3.94665 2.34474 -0.0102 0.0095 0.0657 -1.01
C 5.18296 0.63090 2.42919 -0.2366 -0.4420 0.3864 -0.07
C 4.70995 -0.09499 1.19586 -0.3716 1.1174 0.2468 -0.26
C 7.35463 4.85192 -1.47646 0.0048 0.0174 -0.1150 -0.97
C -2.11670 -0.19448 0.22640 0.2476 0.4684 0.7443 -0.15
C 2.39597 -2.28156 -0.70324 -0.2310 -0.9085 -0.8349 -0.32
C -1.94597 -3.34387 0.59418 0.7942 -0.0899 -0.1153 -0.31
C -7.53097 5.10606 -2.34028 0.0937 0.0011 -0.0463 -1.02
C 1.76974 -3.54324 1.64080 -0.2785 0.2963 2.1886 -0.35
B 4.99579 -2.11617 -0.00726 -0.2253 0.3259 -0.1264 -0.57
H -4.10845 4.37781 2.19756 -0.0148 -0.0615 -0.0882 0.02
H 3.71662 -5.20791 -3.47367 0.0731 -0.0164 -0.0569 0.03
H 4.63515 1.55661 2.57336 0.0369 0.1289 -0.2088 0.02
H 6.43824 3.94950 1.67781 -0.0102 -0.0836 0.0288 -0.03
H 6.55478 4.81384 -2.20593 -0.0718 -0.0153 0.0798 0.03
H -0.36401 -0.03856 1.41900 0.1105 0.1668 0.2673 0.07
H -4.01447 -3.86601 -3.99356 0.0693 0.0403 0.0480 0.02
H -1.45782 -0.24742 -0.63428 -0.2329 -0.2146 -0.3378 0.06
H 3.63208 -0.23964 1.33413 -0.0490 -0.5537 -0.1619 0.12
H -2.59073 4.48109 3.12102 0.0782 -0.0392 -0.0270 0.03
H -1.42497 -3.54452 -0.33995 -0.1242 0.2378 -0.2534 0.03
H 5.62739 5.52492 1.65935 -0.1971 -0.0732 0.2060 -0.05
H 4.80724 0.56326 0.32907 0.1508 -0.0287 -0.1892 0.12
H -6.52526 -1.76498 2.39712 0.0304 -0.0242 0.0645 0.03
H -6.61982 4.59092 -2.62365 -0.0153 -0.0521 0.0413 0.01
H 3.95554 -3.78608 1.92673 -0.0380 -0.1931 0.2592 0.13
H -1.82811 -0.15317 2.37300 -0.0521 -0.2922 0.3029 0.01
H -3.00863 -0.79936 0.10483 -0.0104 -0.2068 -0.1986 0.03
H -6.65888 1.72291 -2.14648 0.0704 -0.0791 -0.0109 0.03
H 8.28805 5.12281 -1.95436 0.0416 0.0113 0.0858 0.03
H 5.32431 -2.12356 -1.92074 -0.0648 -0.7277 -0.1562 0.07
H 4.92048 0.01409 3.28564 0.3204 -0.1125 0.2422 0.08
H -2.90816 -2.89645 0.40093 -0.2326 0.0637 0.0139 -0.02
H -2.45474 0.83606 0.31388 -0.0392 0.1627 -0.1179 0.02
H -2.07790 -4.31352 1.06152 -0.2232 -0.1064 0.1815 0.03
H 0.45176 -1.20899 -0.59632 -0.1498 -0.0479 -0.1483 0.11
H -7.45306 6.16129 -2.57166 -0.0856 0.0145 0.0320 0.03
H -7.36906 2.14623 -0.57209 0.0299 -0.0282 0.0958 -0.01
H -5.42794 -4.67395 -3.27810 -0.0162 -0.0061 0.0832 0.02
H -5.50251 -0.86567 1.24669 0.2394 -0.1256 0.5041 -0.09
H 6.24930 0.82255 2.41541 0.1851 0.0257 0.0053 0.08
H 2.47962 -3.96045 -3.74499 0.0185 0.0722 -0.0545 0.00
```
Forces are in eV/Å.

total energy	-8773.39844	hartree
LUMO level	-1.027	eV
SMILES	CCOB(O)C1=CC(=O)C(P(C)CC)=CC1=O.ClCCl.ClCCl.ClCCl.ClCCl.ClCCl.ClCCl.ClCCl.ClCCl



(4)
Here is a molecular structure, C7H14NOPS2 from the OMol25 dataset. Energies are from the ωB97M-V functional and the def2-TZVPD basis.

Structure (XYZ):
```
26
Properties=species:S:1:pos:R:3:forces:R:3:mulliken_spin:R:1
S -0.98831 1.64105 0.32046 0.6811 0.1268 0.0952 1.22
S -3.15754 -1.91066 -0.29231 0.1592 -0.8854 -0.0440 0.24
P -3.10673 -0.00188 -0.06170 -0.3532 -0.9698 0.0672 0.46
O -3.97868 0.52002 1.20636 0.3801 3.1963 -2.3465 0.04
N -4.05521 0.77288 -1.16789 0.2534 -0.6211 -3.2681 0.12
C 1.97408 -0.66966 -1.15221 0.5235 -1.4554 0.9636 0.01
C 1.67261 1.25963 0.27177 2.5273 -2.0529 -2.4097 -0.06
C 0.58473 -0.06922 -1.29372 -1.6035 -0.2343 -1.2878 0.01
C 2.56814 -0.02751 0.10499 0.2217 -0.2838 1.1564 0.00
C 0.56905 -0.53799 1.23333 -0.5320 -2.6843 0.2290 0.01
C 0.42327 0.47135 0.14010 -1.8074 1.5399 -0.5059 -0.01
C 2.06846 -0.91859 1.28741 1.5137 2.4483 1.4555 0.01
H -0.12427 -0.90407 -1.66835 0.6591 1.7357 0.8620 -0.01
H 0.13986 -0.20596 2.14202 0.0195 0.7526 1.1662 -0.01
H -4.18362 1.72670 -0.97871 -0.3879 1.5622 0.3303 -0.01
H 2.65368 -0.43491 -1.92340 0.4125 -0.1858 -1.4822 0.00
H -3.82220 0.65227 -2.19629 -0.2904 -0.0030 1.9461 -0.01
H -4.00252 -0.14095 1.81295 -0.2542 -3.0842 3.1482 0.00
H 3.65672 0.18095 0.05974 -0.6339 -0.3180 0.0742 0.00
H 0.51290 0.86974 -1.97829 0.2319 -1.8516 0.7867 0.00
H 1.91192 -1.80400 -0.95147 0.1477 1.6825 -0.8248 0.00
H 1.91035 1.77686 -0.67204 -0.3657 0.9258 0.8790 0.00
H 1.86635 1.71474 1.19461 0.0467 1.1251 1.0819 0.00
H 2.58927 -0.52000 2.24105 -0.9926 -0.6642 -1.1991 0.00
H 2.31201 -1.98148 1.23885 -0.2414 0.1385 -0.3241 0.00
H 0.00570 -1.45933 1.08273 -0.3151 0.0602 -0.5496 -0.01
```
Forces are in eV/Å.

total energy	-1542.77173	hartree
LUMO level (alpha / beta)	0.634 / -2.671	eV
multiplicity	3



(5)
Here is a molecular structure, C2HI2N3 from the OMol25 dataset. Energies are from the ωB97M-V functional and the def2-TZVPD basis.

Structure (XYZ):
```
8
Properties=species:S:1:pos:R:3:forces:R:3:lowdin_charge:R:1
I 0.64289 -1.02510 1.64780 0.8861 -0.0296 0.9604 0.85
I 2.20886 -0.81610 -1.50579 -0.3521 0.1442 0.5871 0.61
N -3.71777 -3.74093 1.02216 -0.8833 -1.3397 0.4125 0.19
N 1.67892 0.05238 0.31364 0.6496 0.8994 -1.0815 -1.10
N -2.37236 -1.85461 0.46183 2.4827 2.9882 -1.2426 -0.02
C -3.05540 -2.85129 0.75975 -1.8448 -2.1802 0.8652 -0.36
C -1.51912 -1.13253 0.07690 -0.7392 0.6162 -0.9780 -0.11
H 1.28494 0.98035 0.06172 -0.1991 -1.0985 0.4769 -0.06
```
Forces are in eV/Å.

total energy	-836.30593	hartree
ΔE to the lowest compared entry with this formula, charge and spin	273.4	kJ/mol
LUMO level	-1.357	eV



(6)
Here is a molecular structure, C5H10O from the OMol25 dataset. Energies are from the ωB97M-V functional and the def2-TZVPD basis.

Structure (XYZ):
```
16
Properties=species:S:1:pos:R:3:forces:R:3:lowdin_charge:R:1
O 0.21702 0.17679 -1.40796 -0.0954 -0.0969 0.0103 -0.09
C 0.51278 -1.99599 -0.06830 -0.0186 -0.0701 0.2150 -0.19
C -1.37937 1.24628 0.44601 -0.3497 -0.0635 0.1311 0.03
C 0.53490 0.98067 0.80264 -0.1243 0.1449 -0.0577 0.06
C 0.17660 1.13898 -0.56225 0.3264 0.1913 0.1823 -0.40
C 1.07975 -0.97815 -1.04175 0.0582 -0.2183 -0.0740 -0.19
H 0.94447 -2.97268 -0.32492 -0.0649 0.1828 -0.0171 0.06
H 0.95641 1.84205 1.31573 -0.3732 -0.0668 0.0052 0.10
H 0.83783 -1.80811 0.96668 -0.2050 -0.1044 -0.0888 0.04
H -0.58222 -2.14978 -0.03995 0.1325 0.1319 -0.2222 0.06
H 0.31511 2.13297 -0.98505 -0.4204 -0.0339 0.0053 0.15
H 1.21587 -1.42974 -2.03131 0.0149 -0.0271 0.2694 0.05
H -1.92627 1.91597 -0.23035 0.4328 -0.1109 0.0877 0.08
H -1.76603 0.23338 0.33725 0.1851 0.1327 0.0258 0.08
H -1.56450 1.60594 1.46148 0.2632 0.0147 -0.1047 0.08
H 0.42767 0.06141 1.36205 0.2384 -0.0065 -0.3678 0.07
```
Forces are in eV/Å.

total energy	-271.50797	hartree
ΔE to the lowest compared entry with this formula, charge and spin	642.3	kJ/mol
LUMO level (alpha / beta)	0.214 / 0.380	eV



(7)
Here is a molecular structure, C25H18BrN5O2PdS2 from the OMol25 dataset. Energies are from the ωB97M-V functional and the def2-TZVPD basis.

Structure (XYZ):
```
54
Properties=species:S:1:pos:R:3:forces:R:3:lowdin_charge:R:1
Pd -3.09248 -0.57442 -1.01869 -0.4718 -0.2392 -0.2175 0.09
Br -1.42027 1.72280 6.87048 0.0044 -0.0055 -0.0291 0.66
S -1.15400 -2.12151 -0.99579 -0.0192 -0.0145 0.0015 0.48
S -1.74159 1.00372 -2.22257 0.0321 0.0901 -0.0219 0.48
O -0.60042 0.53144 1.04552 0.0681 0.0559 -0.0577 0.03
O -3.03029 0.45869 2.00411 0.0063 0.0500 -0.0228 -0.10
N -5.46825 -1.04324 -0.67267 0.0013 0.0364 0.0918 0.04
N 2.76180 1.33148 3.32184 -0.0391 0.0166 0.0533 0.16
N 3.52420 1.17732 -5.30247 -0.0154 0.0040 -0.0208 0.12
N 4.24675 -2.59129 -3.80487 0.0092 -0.0015 0.0189 0.12
N 1.98569 0.64153 1.34411 -0.0888 0.0151 -0.0103 0.19
C -1.14507 1.33462 5.01971 0.0573 0.0023 -0.0072 -0.68
C -3.73612 -1.79902 -3.91000 -0.0252 -0.0058 0.0197 -0.15
C 2.77422 0.64392 -4.60823 0.0028 -0.0161 0.0544 -0.21
C -4.90333 -1.29695 -1.68414 0.3315 0.1293 0.1049 -0.49
C 2.08812 -1.29254 -3.22452 0.0253 -0.0238 0.0112 -0.24
C 1.83900 -0.00579 -3.73970 0.0135 0.0054 -0.0260 -0.23
C -0.77889 0.78035 2.34179 0.1524 -0.0218 -0.0184 -0.18
C 1.69173 1.02448 2.62252 0.0090 -0.0413 -0.0801 -0.25
C 0.65651 0.63234 -3.39418 -0.0110 0.0232 0.0118 -0.10
C 3.34612 0.70679 1.20262 0.0546 0.0296 0.1021 -0.18
C -5.00047 -1.87077 -3.06269 -0.0527 -0.0320 -0.0308 -0.26
C -4.37379 0.33060 2.42848 0.0493 -0.0341 -0.0087 -0.07
C 1.13992 -1.87436 -2.39397 -0.0016 0.0023 0.0223 -0.11
C 0.12684 1.34250 4.51073 -0.0743 -0.0153 -0.0203 -0.09
C 6.03642 1.04623 1.59374 -0.0145 0.0036 0.0102 -0.12
C -0.07000 -1.25337 -2.03942 0.0854 0.0108 0.0459 -0.73
C 3.81799 1.14191 2.45404 -0.0023 -0.0257 -0.0558 -0.24
C 5.18781 1.31438 2.65203 0.0440 0.0001 -0.0110 -0.04
C -2.07340 0.76609 2.89714 -0.1304 -0.0357 0.0648 -0.21
C -0.31975 0.06264 -2.56075 0.0684 0.0292 0.0460 -0.72
C 0.31895 1.05287 3.14966 0.0569 0.0341 0.0728 -0.06
C 5.54590 0.61233 0.35073 -0.0306 0.0021 0.0182 -0.11
C 4.19222 0.43494 0.13299 0.0237 -0.0070 -0.0547 -0.01
C 3.28778 -2.00589 -3.54638 -0.0432 0.0220 -0.0225 -0.22
C -2.26323 1.04266 4.23540 -0.0266 0.0096 0.0267 -0.07
H 0.99208 1.55602 5.12058 -0.0072 0.0015 0.0091 0.10
H 1.28489 0.38182 0.66163 0.0150 -0.0153 -0.0058 0.15
H -3.42406 -0.76508 -4.05379 0.0133 -0.0013 0.0042 0.04
H 5.56382 1.64822 3.61121 -0.0006 -0.0004 -0.0024 0.10
H 0.46795 1.62413 -3.78504 -0.0093 -0.0005 0.0045 0.09
H -1.41564 0.25455 0.57111 0.0017 -0.0476 -0.0995 0.04
H 1.33396 -2.86272 -1.99718 -0.0093 0.0005 0.0055 0.09
H -4.45851 -0.43952 3.20180 -0.0099 0.0105 0.0101 0.10
H 3.80905 0.09982 -0.82330 -0.0021 0.0012 0.0071 0.11
H 7.10528 1.17139 1.72040 -0.0011 0.0019 0.0053 0.08
H 6.24120 0.41177 -0.45428 -0.0063 -0.0045 -0.0054 0.09
H -3.91992 -2.26387 -4.88351 0.0000 0.0078 -0.0021 0.06
H -4.74632 1.28396 2.81697 -0.0227 -0.0041 -0.0037 0.09
H -4.92601 0.02799 1.54078 -0.0131 0.0069 0.0056 0.05
H -5.82391 -1.34890 -3.55944 -0.0075 0.0017 0.0053 0.10
H -2.91169 -2.31090 -3.41358 -0.0008 -0.0015 -0.0005 0.04
H -3.25212 1.03461 4.66954 0.0071 -0.0021 -0.0072 0.09
H -5.31667 -2.91075 -2.94050 0.0041 -0.0069 0.0092 0.10
```
Forces are in eV/Å.

total energy	-4886.12410	hartree
net charge	-2
ΔE to the lowest compared entry with this formula, charge and spin	17.5	kJ/mol
LUMO level	3.692	eV